<P>
ORCA calculation (ωB97M-V/def2-TZVPD) on one molecule with the formula C4H8O2.

Each line ends with the Löwdin charge.
Element x y z (Å)
C  1.970  0.047  -0.428  -0.097
O  0.802  -0.755  -0.233  -0.165
C  -0.429  -0.031  -0.275  -0.377
C  -1.565  -0.964  0.089  -0.035
C  -0.468  1.123  0.745  -0.214
O  -1.300  1.996  0.671  0.065
H  2.818  -0.646  -0.457  0.090
H  1.977  0.623  -1.368  0.095
H  2.146  0.737  0.411  0.078
H  -0.602  0.393  -1.280  0.157
H  -1.657  -1.793  -0.616  0.087
H  -1.460  -1.379  1.098  0.092
H  -2.506  -0.401  0.071  0.090
H  0.273  1.047  1.573  0.135

Properties
- Multiplicity: 1
- Structure (SMILES): CO[C@@H](C)C=O
- Highest occupied orbital energy: -0.3554 hartree
- Gap between HOMO and LUMO: 10.61 eV

---

<Q>
ORCA calculation (ωB97M-V/def2-TZVPD) on a 2-piece molecular cluster, C4H8O2 overall.

Each line ends with the Löwdin charge.
Element x y z (Å)
O  -0.320  -1.627  -0.778  0.000
C  0.430  -0.683  -0.691  -0.362
C  0.668  0.080  0.574  -0.163
C  -0.508  1.111  0.504  -0.120
C  -1.487  1.095  -0.688  -0.266
O  -1.838  2.110  -1.239  0.056
H  0.844  -0.185  -1.593  0.143
H  1.650  0.573  0.584  0.118
H  0.601  -0.558  1.461  0.104
H  -0.136  2.132  0.569  0.115
H  -1.159  0.900  1.358  0.125
H  -1.930  0.121  -0.979  0.123
H  1.923  -2.435  0.594  0.072
H  1.263  -2.633  0.322  0.056

Properties
- Multiplicity: 1
- Structure (SMILES): O=CCCC=O.[H][H]
- Highest occupied orbital energy: -0.3677 hartree
- Gap between HOMO and LUMO: 10.52 eV

---

The data favor <P>; the next most stable structure lies 119.6 kJ/mol above it.

---

<P>
ORCA calculation (ωB97M-V/def2-TZVPD) on one molecule with the formula C4H8O2.

Each line ends with the Löwdin charge.
Element x y z (Å)
C  -2.315  0.352  -0.158  -0.118
O  -1.122  -0.344  -0.398  -0.179
C  -0.155  -0.117  0.589  -0.213
C  1.087  -0.890  0.218  -0.230
C  2.289  -0.017  -0.276  -0.146
O  2.200  -0.554  1.002  -0.021
H  -2.806  0.007  0.765  0.091
H  -2.144  1.437  -0.077  0.090
H  -2.976  0.160  -1.006  0.090
H  -0.531  -0.397  1.593  0.137
H  0.114  0.955  0.653  0.128
H  1.293  -1.262  -0.791  0.140
H  2.021  0.998  -0.520  0.110
H  3.119  -0.467  -0.842  0.124

Properties
- Multiplicity: 1
- Structure (SMILES): COC[C@H]1CO1
- Highest occupied orbital energy: -0.3334 hartree
- Gap between HOMO and LUMO: 10.12 eV

---

<Q>
ORCA calculation (ωB97M-V/def2-TZVPD) on one molecule with the formula C4H8O2.

Each line ends with the Löwdin charge.
Element x y z (Å)
C  -1.232  -0.750  1.610  -0.115
O  -0.963  -0.164  0.370  -0.185
C  0.308  0.412  0.347  -0.299
C  0.536  0.943  -1.014  -0.152
C  0.587  -0.269  -1.921  -0.233
O  1.411  -0.070  -2.775  0.034
H  -2.242  -1.154  1.556  0.090
H  -1.173  -0.005  2.417  0.091
H  -0.523  -1.563  1.832  0.092
H  1.088  -0.358  0.540  0.137
H  0.438  1.218  1.070  0.127
H  1.556  1.381  -1.004  0.134
H  -0.132  1.716  -1.403  0.130
H  0.340  -1.338  -1.626  0.148

Properties
- Multiplicity: 1
- Structure (SMILES): COCCC=O
- Highest occupied orbital energy: -0.3470 hartree
- Gap between HOMO and LUMO: 10.42 eV

---

The data favor <Q>; the next most stable structure lies 217.4 kJ/mol above it.

---

<P>
ORCA calculation (ωB97M-V/def2-TZVPD) on one molecule with the formula C4H8O2.

Each line ends with the Löwdin charge.
Element x y z (Å)
C  -1.571  0.660  0.473  -0.095
O  -0.749  1.036  -0.625  -0.140
C  0.468  0.349  -0.734  -0.286
C  1.278  0.159  0.560  -0.129
O  0.895  -1.225  0.641  -0.125
C  0.380  -1.187  -0.702  -0.130
H  -1.255  -0.282  0.934  0.087
H  -1.559  1.438  1.246  0.091
H  -2.596  0.547  0.110  0.092
H  0.989  0.798  -1.585  0.149
H  0.939  0.743  1.422  0.122
H  2.364  0.274  0.445  0.122
H  -0.631  -1.602  -0.782  0.124
H  1.045  -1.709  -1.402  0.121

Properties
- Multiplicity: 1
- Structure (SMILES): COC1COC1
- Highest occupied orbital energy: -0.3590 hartree
- Gap between HOMO and LUMO: 10.79 eV

---

<Q>
ORCA calculation (ωB97M-V/def2-TZVPD) on one molecule with the formula C4H8O2.

Each line ends with the Löwdin charge.
Element x y z (Å)
C  -1.828  -0.293  0.781  -0.065
C  -0.976  -0.284  -0.467  -0.251
O  0.241  -1.031  -0.328  -0.048
C  1.193  -0.192  -0.865  -0.549
C  1.946  0.531  0.217  0.022
O  1.336  -0.053  -2.048  0.132
H  -2.279  -1.267  0.979  0.078
H  -1.255  0.018  1.661  0.077
H  -2.627  0.440  0.629  0.081
H  -1.504  -0.653  -1.349  0.129
H  -0.680  0.752  -0.675  0.122
H  1.324  0.651  1.109  0.085
H  2.324  1.496  -0.126  0.091
H  2.784  -0.115  0.483  0.096

Properties
- Multiplicity: 1
- Structure (SMILES): CCOC(C)=O
- Highest occupied orbital energy: -0.3849 hartree
- Gap between HOMO and LUMO: 11.40 eV

---

The data favor <Q>; the next most stable structure lies 152.4 kJ/mol above it.

---

<P>
ORCA calculation (ωB97M-V/def2-TZVPD) on C4H8O2 as an isolated structure.

Each line ends with the Löwdin charge.
Element x y z (Å)
C  -1.857  0.560  -0.837  -0.098
O  -1.124  0.076  0.309  -0.173
C  0.606  0.149  0.153  -0.099
C  1.689  0.179  1.241  -0.032
C  0.116  -1.142  -0.317  -0.410
O  0.071  -1.400  -1.507  -0.003
H  -2.900  0.192  -0.819  0.099
H  -1.884  1.648  -0.788  0.081
H  -1.425  0.213  -1.788  0.083
H  0.775  0.891  -0.625  0.143
H  1.956  1.180  1.591  0.075
H  1.472  -0.476  2.087  0.081
H  2.622  -0.226  0.788  0.105
H  -0.117  -1.841  0.511  0.148

Properties
- Multiplicity: 1
- Highest occupied orbital energy: -0.3342 hartree
- Gap between HOMO and LUMO: 10.01 eV

---

<Q>
ORCA calculation (ωB97M-V/def2-TZVPD) on one molecule with the formula C4H8O2.

Each line ends with the Löwdin charge.
Element x y z (Å)
C  -1.953  0.174  0.578  -0.009
C  -0.796  -0.101  -0.353  -0.398
O  -0.948  -0.205  -1.555  0.087
C  0.585  -0.106  0.284  -0.393
C  1.672  -0.570  -0.663  -0.046
O  0.773  1.215  0.751  -0.019
H  -2.449  -0.783  0.761  0.090
H  -2.670  0.840  0.096  0.087
H  -1.665  0.604  1.545  0.084
H  0.635  -0.699  1.222  0.159
H  1.466  -1.597  -0.924  0.079
H  2.661  -0.564  -0.173  0.090
H  1.678  -0.020  -1.620  0.092
H  1.009  1.813  0.050  0.095

Properties
- Multiplicity: 1
- Structure (SMILES): CC(=O)[C@@H](C)O
- Highest occupied orbital energy: -0.3525 hartree
- Gap between HOMO and LUMO: 10.46 eV

---

The data favor <Q>; the next most stable structure lies 252.2 kJ/mol above it.

---

<P>
ORCA calculation (ωB97M-V/def2-TZVPD) on a 2-piece molecular cluster, C4H8O2 overall.

Each line ends with the Löwdin charge.
Element x y z (Å)
C  0.893  -1.375  0.523  0.024
C  0.159  -1.359  1.616  -0.287
O  -0.375  -2.506  2.160  -0.033
H  1.269  -0.441  0.165  0.036
H  0.949  -2.331  0.031  0.068
H  -0.109  -0.465  2.154  0.102
H  -1.336  -2.402  2.259  0.104
C  0.493  1.591  -2.454  0.004
C  -0.575  1.632  -1.682  -0.293
O  -0.629  2.046  -0.379  -0.023
H  0.366  1.251  -3.471  0.053
H  1.428  1.981  -2.074  0.061
H  -1.514  1.201  -1.984  0.104
H  0.155  1.735  0.085  0.080

Properties
- Multiplicity: 1
- Structure (SMILES): C=CO.C=CO
- Highest occupied orbital energy: -0.3491 hartree
- Gap between HOMO and LUMO: 10.24 eV

---

<Q>
ORCA calculation (ωB97M-V/def2-TZVPD) on one molecule with the formula C4H8O2.

Each line ends with the Löwdin charge.
Element x y z (Å)
C  -0.278  1.520  0.005  -0.055
C  0.157  0.067  -0.203  -0.319
C  0.298  -0.299  -1.664  -0.227
O  0.484  0.497  -2.554  0.055
C  -0.426  -1.032  0.696  -0.218
O  0.657  -1.479  1.529  -0.088
H  0.384  2.172  -0.571  0.078
H  -0.203  1.795  1.062  0.077
H  -1.302  1.741  -0.325  0.087
H  1.166  -0.117  0.218  0.149
H  0.287  -1.391  -1.877  0.128
H  -1.278  -0.700  1.303  0.123
H  -0.727  -1.921  0.128  0.117
H  0.780  -0.850  2.253  0.092

Properties
- Multiplicity: 1
- Structure (SMILES): C[C@H](C=O)CO
- Highest occupied orbital energy: -0.3605 hartree
- Gap between HOMO and LUMO: 10.52 eV

---

The data favor <Q>; the next most stable structure lies 110.8 kJ/mol above it.

---

<P>
ORCA calculation (ωB97M-V/def2-TZVPD) on C3H4N2O3 as an isolated structure.

Each line ends with the Löwdin charge.
Element x y z (Å)
C  1.299  -0.683  0.047  -0.208
C  -0.060  -0.109  -0.060  -0.388
C  -2.102  -0.137  -0.076  -0.531
H  2.043  0.770  -0.667  0.151
H  1.278  -1.362  -0.769  0.118
H  1.516  -1.302  1.016  0.178
H  -0.013  1.714  0.639  0.161
N  -1.021  -0.890  -0.331  0.235
N  -0.311  1.145  -0.097  0.173
O  2.388  0.191  0.139  -0.059
O  -3.282  -0.478  0.248  0.058
O  -1.734  1.139  -0.088  0.112

Properties
- Multiplicity: 1
- Highest occupied orbital energy: -0.3847 hartree
- Gap between HOMO and LUMO: 10.60 eV

---

<Q>
ORCA calculation (ωB97M-V/def2-TZVPD) on one molecule with the formula C3H4N2O3.

Each line ends with the Löwdin charge.
Element x y z (Å)
O  1.671  0.948  1.641  0.112
C  1.036  0.463  0.743  -0.381
C  1.234  -0.660  -0.255  -0.042
O  0.331  -0.470  -1.373  -0.085
N  -0.944  -0.615  -0.968  0.055
C  -1.408  0.300  0.006  -0.468
O  -2.486  0.408  0.548  0.095
N  -0.300  0.965  0.554  0.176
H  0.898  -1.588  0.319  0.167
H  2.185  -0.772  -0.684  0.120
H  -1.647  -0.710  -1.619  0.125
H  -0.570  1.731  1.089  0.128

Properties
- Multiplicity: 1
- Structure (SMILES): O=C1CONC(=O)N1
- Highest occupied orbital energy: -0.3724 hartree
- Gap between HOMO and LUMO: 10.79 eV

---

The data favor <Q>; the next most stable structure lies 135.2 kJ/mol above it.

---

<P>
ORCA calculation (ωB97M-V/def2-TZVPD) on one molecule with the formula C5H7N.

Each line ends with the Löwdin charge.
Element x y z (Å)
C  0.540  0.440  1.852  0.052
C  0.886  0.127  0.313  -0.350
C  -0.344  -0.740  0.416  -0.167
C  1.011  1.336  -0.581  -0.077
C  -1.491  -1.177  -0.365  -0.022
N  -0.283  -0.656  1.860  0.008
H  1.853  -0.340  0.347  0.120
H  1.643  1.939  0.080  0.081
H  0.166  1.871  -0.770  0.043
H  1.708  1.204  -1.395  0.072
H  -1.936  -2.000  0.034  0.054
H  -1.345  -1.371  -1.418  0.092
H  -2.409  -0.633  -0.374  0.092

Properties
- Multiplicity: 1
- Highest occupied orbital energy (alpha / beta): -0.3121 / -0.3121 hartree
- Gap between HOMO and LUMO (alpha / beta): 8.01 / 8.01 eV

---

<Q>
ORCA calculation (ωB97M-V/def2-TZVPD) on one molecule with the formula C5H7N.

Each line ends with the Löwdin charge.
Element x y z (Å)
C  2.096  -1.329  -0.007  0.139
C  1.187  -0.504  0.111  -0.137
C  0.249  0.556  0.073  -0.393
C  0.677  1.758  -0.254  0.039
C  -1.194  0.126  0.392  -0.307
N  -1.721  -1.041  -0.318  -0.099
H  2.752  -2.153  0.067  0.015
H  1.787  2.013  -0.236  0.096
H  0.041  2.703  -0.193  0.088
H  -1.251  0.059  1.526  0.131
H  -1.883  1.012  0.038  0.132
H  -1.210  -1.109  -1.385  0.153
H  -1.532  -2.093  0.187  0.144

Properties
- Multiplicity: 1
- Structure (SMILES): C#CC(=C)CN
- Highest occupied orbital energy: -0.3362 hartree
- Gap between HOMO and LUMO: 10.05 eV

---

<R>
ORCA calculation (ωB97M-V/def2-TZVPD) on one molecule with the formula C5H7N.

Each line ends with the Löwdin charge.
Element x y z (Å)
C  2.127  -0.725  0.169  0.069
C  -0.662  0.961  1.005  0.034
C  0.635  0.685  -1.092  -0.142
C  -0.130  0.240  0.072  -0.477
C  -0.650  -1.167  0.191  -0.106
N  1.851  0.128  -0.588  -0.043
H  -1.192  0.413  1.733  0.060
H  -0.542  2.000  1.012  0.057
H  0.487  0.271  -2.090  0.138
H  0.657  1.764  -0.919  0.126
H  -1.635  -1.093  -0.280  0.078
H  -0.799  -1.505  1.265  0.103
H  -0.146  -1.972  -0.479  0.103

Properties
- Multiplicity: 1
- Highest occupied orbital energy: -0.3495 hartree
- Gap between HOMO and LUMO: 10.34 eV

---

<S>
ORCA calculation (ωB97M-V/def2-TZVPD) on one molecule with the formula C5H7N.

Each line ends with the Löwdin charge.
Element x y z (Å)
N  2.583  -0.641  1.492  0.142
C  2.021  -0.274  0.550  -0.229
C  1.172  0.196  -0.549  -0.150
C  -0.178  0.541  0.041  -0.348
C  -0.994  -0.518  0.714  -0.102
C  -1.446  0.125  -0.618  -0.105
H  1.083  -0.593  -1.306  0.125
H  1.634  1.062  -1.036  0.121
H  -0.219  1.508  0.533  0.140
H  -1.393  -0.260  1.699  0.103
H  -0.669  -1.562  0.716  0.105
H  -1.339  -0.437  -1.550  0.101
H  -2.254  0.854  -0.685  0.096

Properties
- Multiplicity: 1
- Structure (SMILES): N#CCC1CC1
- Highest occupied orbital energy: -0.4048 hartree
- Gap between HOMO and LUMO: 11.98 eV

---

The data favor <S>; the next most stable structure lies 229.9 kJ/mol above it.